[1]
Density functional theory data (ωB97M-V/def2-TZVPD) for a cluster of 2 separate species, C2H3ClO2S in total at a distorted geometry.

Computed properties:
Relative energy (zero: lowest compared OMol25 entry of this formula, charge and spin)   76.4 kcal/mol
Expectation value of S²   2.01
HOMO (spin up / spin down)   -0.204 / -0.402 Eh

The geometry in ORCA input format:
```
! RIJCOSX wB97M-V def2-TZVPD def2/J DEFGRID3
* xyz 0 3
C -4.03 0.60 0.88
C -0.97 -1.23 -0.67
O 0.58 0.14 1.11
O -4.49 -0.20 1.53
S 0.81 -0.84 -0.19
Cl -1.44 -0.20 -2.16
H -1.03 -2.18 -1.20
H -1.70 -1.18 0.13
H 1.02 1.08 1.11
*
```

[2]
Density functional theory data (ωB97M-V/def2-TZVPD) for a structure of composition C28H46AuGeN7O3Se.

Computed properties:
Expectation value of S²   0.76
HOMO (spin up / spin down)   -0.551 / -0.551 Eh

The geometry in ORCA input format:
```
! RIJCOSX wB97M-V def2-TZVPD def2/J DEFGRID3
* xyz 3 2
Au 0.46 0.00 -0.58
C 2.33 3.12 2.62
C 1.02 2.89 1.88
C 1.10 3.41 0.44
C -0.14 3.54 2.62
O 0.83 1.45 1.81
Ge -0.74 0.64 2.05
O -1.26 0.82 0.23
C -2.64 0.50 -0.23
C -2.59 -0.75 -1.08
C -3.50 0.28 1.00
C -3.13 1.71 -1.01
O -0.20 -1.04 1.82
C -0.20 -2.22 2.69
C -1.59 -2.84 2.67
C 0.21 -1.80 4.09
C 0.83 -3.15 2.07
H 2.49 4.19 2.78
H 3.18 2.73 2.05
H 2.31 2.63 3.59
H 1.24 4.49 0.44
H 0.18 3.16 -0.10
H 1.95 2.95 -0.07
H 0.04 4.61 2.77
H -0.27 3.09 3.60
H -1.07 3.45 2.05
H -2.16 -1.59 -0.52
H -2.01 -0.60 -1.99
H -3.60 -1.04 -1.38
H -3.17 -0.60 1.56
H -4.54 0.10 0.71
H -3.50 1.16 1.65
H -2.55 1.84 -1.93
H -3.04 2.61 -0.41
H -4.18 1.58 -1.28
H -2.32 -2.17 3.11
H -1.60 -3.76 3.25
H -1.89 -3.08 1.65
H -0.55 -1.16 4.55
H 1.16 -1.26 4.07
H 0.32 -2.67 4.73
H 0.54 -3.43 1.05
H 0.91 -4.07 2.66
H 1.81 -2.67 2.04
C 3.56 -0.52 0.81
C 3.17 -1.26 -0.42
N 2.07 -1.04 -1.16
C 2.08 -1.93 -2.22
C 3.20 -2.67 -2.13
N 3.87 -2.24 -1.00
C 5.17 -2.80 -0.58
N 5.09 -4.19 -0.41
N 5.30 -4.99 -1.51
N 5.17 -6.19 -1.19
C 4.86 -6.28 0.16
C 4.65 -7.40 0.97
C 4.37 -7.16 2.29
C 4.30 -5.85 2.81
C 4.52 -4.74 2.01
C 4.80 -4.99 0.67
H 2.71 0.05 1.19
H 4.38 0.17 0.60
H 3.89 -1.20 1.59
H 1.29 -1.95 -2.95
H 3.59 -3.46 -2.75
H 5.50 -2.31 0.34
H 5.90 -2.60 -1.37
H 4.73 -8.40 0.57
H 4.20 -8.00 2.95
H 4.09 -5.72 3.86
H 4.48 -3.74 2.43
C -0.70 4.25 -2.94
N 0.69 3.83 -3.12
C 1.72 4.68 -3.30
C 2.86 3.91 -3.44
N 2.50 2.62 -3.36
C 3.42 1.49 -3.50
C 1.15 2.55 -3.16
Se 0.14 1.03 -2.98
H -0.84 5.19 -3.47
H -0.90 4.39 -1.88
H -1.36 3.50 -3.35
H 1.59 5.75 -3.33
H 3.88 4.22 -3.62
H 4.15 1.74 -4.27
H 2.85 0.61 -3.80
H 3.92 1.31 -2.55
*
```

[3]
Density functional theory data (ωB97M-V/def2-TZVPD) for a structure of composition C60H42BrF4N6P2Zr at a distorted geometry.

Computed properties:
Relative energy (zero: lowest compared OMol25 entry of this formula, charge and spin)   14.5 kcal/mol
HOMO   -0.518 Eh

The geometry in ORCA input format:
```
! RIJCOSX wB97M-V def2-TZVPD def2/J DEFGRID3
* xyz 3 1
Zr -0.44 0.52 -1.09
F -8.15 -0.51 -0.98
C -6.96 0.06 -0.96
C -6.82 1.41 -0.63
F -7.87 2.14 -0.35
C -5.55 1.99 -0.62
F -5.44 3.28 -0.34
C -4.40 1.26 -0.92
P -2.71 2.01 -0.95
C -2.84 3.30 0.33
C -2.66 4.67 0.15
C -2.76 5.51 1.24
C -2.99 5.01 2.51
C -3.16 3.65 2.69
C -3.10 2.80 1.61
C -2.76 2.73 -2.62
C -1.91 2.14 -3.57
C -1.86 2.64 -4.86
C -2.65 3.73 -5.21
C -3.49 4.31 -4.28
C -3.56 3.81 -2.98
C -4.58 -0.08 -1.26
Br -3.02 -1.10 -1.73
C -5.82 -0.69 -1.28
F -5.93 -1.96 -1.62
H -2.47 5.07 -0.83
H -2.65 6.57 1.08
H -3.04 5.68 3.35
H -3.35 3.24 3.67
H -3.29 1.73 1.73
H -1.29 1.26 -3.28
H -1.22 2.18 -5.60
H -2.61 4.12 -6.21
H -4.11 5.15 -4.55
H -4.22 4.26 -2.26
C 2.00 -0.67 -5.57
C 1.53 0.56 -5.13
C 1.58 0.90 -3.78
C 2.14 0.01 -2.86
C 2.58 -1.24 -3.31
C 2.51 -1.57 -4.65
P 2.34 0.39 -1.06
C 4.14 0.32 -0.78
C 5.10 0.09 -1.76
C 6.44 0.17 -1.42
C 6.82 0.49 -0.13
C 5.87 0.71 0.85
C 4.53 0.62 0.53
C 2.02 2.19 -1.14
C 2.97 3.19 -1.17
C 2.55 4.50 -1.34
C 1.20 4.78 -1.51
C 0.26 3.76 -1.49
C 0.63 2.43 -1.28
H 1.99 -0.90 -6.62
H 1.18 1.29 -5.84
H 1.29 1.90 -3.48
H 3.03 -1.93 -2.61
H 2.89 -2.52 -4.99
H 4.81 -0.14 -2.77
H 7.19 -0.01 -2.18
H 7.87 0.56 0.12
H 6.16 0.95 1.86
H 3.76 0.78 1.28
H 4.02 2.96 -1.08
H 3.28 5.29 -1.37
H 0.89 5.80 -1.68
H -0.78 4.02 -1.66
N 0.53 1.02 6.14
C 0.11 0.77 7.41
C 0.69 0.99 8.65
C -0.06 0.63 9.75
C -1.34 0.06 9.63
C -1.92 -0.19 8.41
C -1.18 0.17 7.27
N -1.48 0.05 5.97
C -0.46 0.56 5.29
C -0.43 0.61 3.88
C 0.52 1.34 3.13
C 0.46 1.35 1.76
N -0.46 0.64 1.05
C -1.37 -0.07 1.76
C -1.41 -0.09 3.13
H 1.42 1.40 5.89
H 1.67 1.42 8.76
H 0.35 0.79 10.74
H -1.87 -0.20 10.53
H -2.89 -0.63 8.32
H 1.29 1.92 3.62
H 1.16 1.94 1.18
H -2.09 -0.66 1.18
H -2.17 -0.64 3.66
N 1.33 -6.55 -2.26
C 1.86 -7.70 -1.78
C 2.20 -8.91 -2.38
C 2.78 -9.86 -1.57
C 2.97 -9.65 -0.19
C 2.63 -8.48 0.42
C 2.09 -7.46 -0.39
N 1.73 -6.21 -0.08
C 1.28 -5.66 -1.21
C 0.86 -4.31 -1.26
C 0.33 -3.66 -2.40
C -0.03 -2.34 -2.32
N 0.07 -1.59 -1.19
C 0.59 -2.21 -0.10
C 0.98 -3.52 -0.09
H 1.04 -6.39 -3.21
H 2.02 -9.09 -3.43
H 3.09 -10.80 -2.00
H 3.41 -10.45 0.39
H 2.76 -8.32 1.48
H 0.22 -4.18 -3.33
H -0.44 -1.83 -3.20
H 0.69 -1.61 0.80
H 1.40 -3.98 0.79
*
```

[4]
Density functional theory data (ωB97M-V/def2-TZVPD) for a structure of composition O6PPbV at a distorted geometry.

Computed properties:
HOMO   -0.265 Eh

The geometry in ORCA input format:
```
! RIJCOSX wB97M-V def2-TZVPD def2/J DEFGRID3
* xyz 0 1
Pb -0.02 0.31 -0.81
O -2.92 2.18 -4.53
V -1.27 2.04 -4.48
O -0.82 0.87 -3.41
P 1.07 -1.10 2.56
O 1.74 0.02 3.31
O 2.06 -2.15 2.16
O 0.00 -0.55 1.57
O 0.15 -1.61 3.62
*
```

[5]
Density functional theory data (ωB97M-V/def2-TZVPD) for a structure of composition C5H6OS2 at a distorted geometry.

Computed properties:
Relative energy (zero: lowest compared OMol25 entry of this formula, charge and spin)   138.0 kcal/mol
HOMO   -0.331 Eh

The geometry in ORCA input format:
```
! RIJCOSX wB97M-V def2-TZVPD def2/J DEFGRID3
* xyz 0 1
C -1.68 1.57 0.05
C 0.19 -0.59 -0.56
C -0.29 -0.63 1.03
C -0.03 0.82 1.58
C 0.32 1.81 2.20
H -2.16 2.25 -0.66
H -1.03 2.59 0.61
H -2.25 0.81 0.82
H -1.45 -0.86 1.18
H 1.24 -1.52 1.06
H 0.81 2.66 2.73
O 0.54 -1.59 1.70
S -0.79 0.60 -1.45
S 1.38 -1.30 -1.37
*
```

[6]
Density functional theory data (ωB97M-V/def2-TZVPD) for a structure of composition C17H9Br5N5O7S4Sn.

Computed properties:
Relative energy (zero: lowest compared OMol25 entry of this formula, charge and spin)   45.4 kcal/mol
HOMO (spin up / spin down)   -0.176 / -0.191 Eh

The geometry in ORCA input format:
```
! RIJCOSX wB97M-V def2-TZVPD def2/J DEFGRID3
* xyz -1 1
Sn 0.57 0.99 0.12
O 1.03 -2.22 5.74
C 0.40 -1.56 4.96
S -1.17 -2.02 4.31
C -1.48 -0.59 3.34
C -0.48 0.40 3.41
S -0.42 1.87 2.56
S 0.89 0.06 4.43
S -2.88 -0.58 2.43
N -1.82 1.53 -0.07
N -2.56 0.91 -1.08
C -1.92 0.51 -2.19
N -2.60 -0.26 -3.06
N -0.68 0.98 -2.27
N 0.12 0.69 -3.33
O 1.28 1.00 -3.18
O -0.30 0.19 -4.38
H -1.99 1.08 0.83
H -2.06 2.52 -0.01
H -3.44 0.48 -0.84
H -3.42 -0.75 -2.75
H -2.08 -0.57 -3.87
Br 2.30 7.41 -2.87
C 2.44 5.76 -1.97
C 3.73 5.15 -1.81
Br 5.25 6.01 -2.51
C 3.85 3.95 -1.18
Br 5.50 3.07 -0.96
C 2.71 3.28 -0.62
O 2.78 2.19 -0.01
C 1.38 3.90 -0.80
O 0.36 3.29 -0.38
C 1.31 5.15 -1.48
Br -0.41 5.88 -1.69
Br -0.90 -7.98 1.00
C -0.66 -6.09 0.90
C 0.62 -5.57 0.86
C 0.78 -4.19 0.79
C -0.33 -3.35 0.74
C -1.60 -3.90 0.78
C -1.78 -5.27 0.87
C -0.15 -1.85 0.66
O 0.66 -1.33 1.45
O -0.85 -1.24 -0.19
H 1.48 -6.22 0.89
H 1.77 -3.75 0.79
H -2.46 -3.24 0.74
H -2.77 -5.70 0.91
*
```

[7]
Density functional theory data (ωB97M-V/def2-TZVPD) for a cluster of 2 separate species, CHF2P in total at a distorted geometry.

Computed properties:
Relative energy (zero: lowest compared OMol25 entry of this formula, charge and spin)   84.4 kcal/mol
HOMO (spin up / spin down)   -0.329 / -0.315 Eh

The geometry in ORCA input format:
```
! RIJCOSX wB97M-V def2-TZVPD def2/J DEFGRID3
* xyz 0 1
C -0.48 -0.51 -0.49
F 0.10 -0.88 -1.56
F -1.15 0.61 -0.91
P 1.19 0.76 0.95
H 0.34 0.02 2.01
*
```

[8]
Density functional theory data (ωB97M-V/def2-TZVPD) for a structure of composition C46H60Cl2N2OP3S4Ti at a distorted geometry.

Computed properties:
Relative energy (zero: lowest compared OMol25 entry of this formula, charge and spin)   0.0 kcal/mol
Expectation value of S²   0.76
HOMO (spin up / spin down)   -0.454 / -0.454 Eh

The geometry in ORCA input format:
```
! RIJCOSX wB97M-V def2-TZVPD def2/J DEFGRID3
* xyz 2 2
Ti 0.89 -0.01 0.30
C -0.66 2.21 2.92
P -0.64 2.02 1.09
C -2.30 2.72 0.74
C 0.40 3.45 0.57
C 1.76 3.43 1.27
P 2.58 1.77 1.15
C 4.09 2.18 0.21
C 3.29 1.60 2.83
H -0.80 3.26 3.18
H 0.25 1.83 3.38
H -1.50 1.64 3.32
H -3.07 2.10 1.20
H -2.47 2.79 -0.33
H -2.35 3.72 1.17
H -0.13 4.38 0.78
H 0.53 3.35 -0.50
H 1.65 3.67 2.33
H 2.42 4.18 0.83
H 4.48 3.13 0.56
H 3.86 2.23 -0.85
H 4.85 1.41 0.37
H 3.85 2.50 3.08
H 3.95 0.74 2.86
H 2.50 1.45 3.58
C -0.75 5.78 -3.12
C -1.61 4.65 -3.67
S -1.40 3.04 -2.83
C -0.41 2.07 -4.00
C 0.98 2.62 -4.22
S 1.94 2.80 -2.67
C 2.88 4.31 -3.03
C 2.13 5.61 -2.74
S 0.85 6.04 -3.97
H -0.55 5.65 -2.05
H -1.28 6.72 -3.25
H -1.43 4.49 -4.73
H -2.67 4.90 -3.54
H -0.96 2.02 -4.94
H -0.39 1.08 -3.56
H 0.94 3.61 -4.67
H 1.55 1.96 -4.88
H 3.19 4.27 -4.08
H 3.77 4.25 -2.40
H 2.84 6.44 -2.76
H 1.66 5.57 -1.75
C 0.46 -5.45 -0.17
C 0.27 -5.05 1.15
C 0.92 -3.92 1.63
C 1.76 -3.18 0.79
C 1.96 -3.60 -0.52
C 1.31 -4.73 -0.99
P 2.40 -1.60 1.47
C 2.97 -2.12 3.12
C 2.57 -1.47 4.28
C 3.06 -1.88 5.51
C 3.96 -2.93 5.58
C 4.34 -3.61 4.42
C 3.84 -3.21 3.19
C 3.90 -1.20 0.52
C 5.20 -1.34 0.92
C 6.25 -1.08 0.01
C 5.97 -0.78 -1.30
C 4.64 -0.66 -1.75
C 4.30 -0.50 -3.11
C 2.99 -0.50 -3.49
C 1.96 -0.48 -2.53
C 2.23 -0.53 -1.17
C 3.59 -0.76 -0.80
H -0.04 -6.33 -0.54
H -0.37 -5.62 1.81
H 0.80 -3.62 2.66
H 2.63 -3.07 -1.18
H 1.47 -5.06 -2.01
H 1.86 -0.65 4.22
H 2.75 -1.37 6.41
H 4.35 -3.24 6.54
H 5.03 -4.44 4.48
H 4.11 -3.75 2.29
H 5.44 -1.66 1.93
H 7.27 -1.17 0.34
H 6.78 -0.66 -2.01
H 5.09 -0.43 -3.85
H 2.73 -0.49 -4.55
H 0.94 -0.45 -2.88
Cl -3.23 -0.99 3.53
C -1.75 -1.93 3.37
Cl -0.58 -1.09 2.30
H -2.00 -2.89 2.92
H -1.28 -2.04 4.34
C -6.98 0.86 0.19
C -5.70 0.61 -0.60
C -4.69 -0.13 0.26
N -3.41 -0.29 -0.45
C -2.50 -1.24 -0.42
S -0.97 -0.92 -1.14
N -2.64 -2.46 0.13
C -3.71 -3.28 0.63
O -3.46 -3.93 1.61
C -4.97 -3.35 -0.13
C -6.10 -3.84 0.53
C -7.30 -3.95 -0.14
C -7.38 -3.59 -1.48
C -6.25 -3.13 -2.15
C -5.04 -3.01 -1.48
H -7.72 1.37 -0.42
H -6.77 1.47 1.07
H -7.41 -0.09 0.52
H -5.27 1.56 -0.93
H -5.92 0.02 -1.49
H -5.08 -1.10 0.54
H -4.50 0.43 1.18
H -3.11 0.54 -0.94
H -1.74 -2.92 0.28
H -6.01 -4.13 1.57
H -8.17 -4.33 0.37
H -8.32 -3.67 -2.00
H -6.31 -2.88 -3.20
H -4.16 -2.68 -2.01
*
```